# 1
Here is a molecular structure, C48H46N7P2ScSe2 at a distorted geometry from OMol25. Energies are from ωB97M-V with the def2-TZVPD basis set.

As for the lowest unoccupied orbital energy: -0.00723 Eh. The HOMO energy comes out at -6.96 eV. For the energy, the calculation gives -230922.341 eV.

Structure (ORCA input):
```
! RIJCOSX wB97M-V def2-TZVPD def2/J DEFGRID3
* xyz 0 1
Sc -0.007 1.487 -1.492
C 2.079 5.003 -1.956
C 1.643 5.130 -0.511
C 1.112 3.900 0.211
N -0.087 3.318 -0.350
C -1.281 3.913 -0.084
C -1.580 4.635 1.051
C -2.754 5.351 1.298
C -3.670 5.755 0.360
C -3.639 5.534 -1.015
C -3.222 4.367 -1.626
C -2.318 3.484 -1.039
N -2.155 2.202 -1.352
C -3.102 1.613 -2.320
C -2.771 1.704 -3.805
C -1.584 0.647 -4.081
N -0.367 1.201 -3.619
C 0.518 1.773 -4.478
C 0.050 2.170 -5.728
C 0.769 2.388 -6.900
C 2.128 2.383 -7.128
C 3.143 2.029 -6.241
C 2.976 1.890 -4.896
C 1.860 1.935 -4.030
N 1.912 1.966 -2.715
C 3.067 2.526 -2.066
C 3.234 4.047 -2.287
H 2.290 5.972 -2.359
H 1.242 4.642 -2.624
H 0.736 5.824 -0.550
H 2.372 5.635 0.159
H 1.012 4.041 1.307
H 1.919 3.170 0.126
H -0.783 4.868 1.711
H -2.870 5.594 2.348
H -4.488 6.336 0.709
H -4.003 6.343 -1.677
H -3.610 4.134 -2.617
H -4.160 1.939 -2.008
H -3.112 0.525 -2.049
H -2.431 2.736 -4.073
H -3.629 1.463 -4.435
H -1.628 0.323 -5.170
H -1.709 -0.297 -3.507
H -1.031 2.203 -5.886
H 0.173 2.543 -7.805
H 2.452 2.692 -8.125
H 4.108 1.893 -6.648
H 3.862 1.657 -4.289
H 4.000 1.975 -2.354
H 2.889 2.295 -0.977
H 3.501 4.300 -3.371
H 4.152 4.314 -1.654
Se -3.774 -2.508 1.372
P -1.815 -3.450 1.577
C -1.385 -3.499 3.279
C -1.944 -2.658 4.257
C -1.715 -2.907 5.620
C -1.193 -4.122 6.063
C -0.673 -4.918 5.038
C -0.688 -4.618 3.687
C -1.420 -5.057 0.890
C -2.037 -6.197 1.329
C -1.820 -7.466 0.780
C -1.022 -7.601 -0.344
C -0.536 -6.422 -0.933
C -0.781 -5.167 -0.381
C -0.998 -2.294 0.452
C -0.102 -1.300 0.590
N -0.386 -0.422 -0.472
N -1.362 -0.980 -1.270
N -1.706 -2.104 -0.716
P 1.254 -1.082 1.775
Se 2.386 0.260 0.448
C 2.133 -2.667 1.947
C 3.020 -2.930 2.948
C 3.574 -4.253 3.080
C 3.374 -5.146 2.053
C 2.629 -4.825 0.911
C 2.034 -3.553 0.870
C 0.897 -0.370 3.345
C 0.839 -1.176 4.508
C 0.569 -0.595 5.738
C 0.093 0.713 5.854
C -0.021 1.452 4.664
C 0.542 0.975 3.426
H -2.424 -1.735 3.857
H -2.137 -2.182 6.341
H -1.152 -4.271 7.149
H -0.165 -5.850 5.298
H -0.312 -5.319 2.962
H -2.546 -6.055 2.286
H -2.483 -8.261 1.188
H -0.776 -8.543 -0.804
H 0.017 -6.485 -1.846
H -0.528 -4.307 -0.936
H 3.331 -2.045 3.617
H 4.334 -4.490 3.794
H 3.888 -6.107 2.173
H 2.485 -5.489 0.088
H 1.498 -3.237 -0.030
H 1.123 -2.227 4.426
H 0.691 -1.219 6.586
H -0.120 1.203 6.817
H -0.507 2.408 4.720
H 0.607 1.624 2.545
*
```

Atomic partial charges in e from the Löwdin method, atoms 1 to 8: number 1, Sc, carries 1.019; number 2, C, carries -0.217; number 3, C, carries -0.184; number 4, C, carries -0.277; number 5, N, carries -0.084; number 6, C, carries -0.234; number 7, C, carries -0.038; number 8, C, carries -0.077

# 2
Here is 3 unconnected molecules or ions with the total composition C4H14N2O2 at a distorted geometry from OMol25. Energies are from ωB97M-V with the def2-TZVPD basis set.

The SMILES is N/C=C/CCN.O.O. As for the lowest unoccupied orbital energy: 0.02771 Eh. The HOMO energy comes out at -8.55 eV. The relative energy (zero: lowest compared OMol25 entry of this formula, charge and spin) is 226.08 kJ/mol. For the energy, the calculation gives -11448.347 eV.

Structure (ORCA input):
```
! RIJCOSX wB97M-V def2-TZVPD def2/J DEFGRID3
* xyz 0 1
C -1.508 -0.551 1.241
C -1.392 0.853 0.739
C -0.526 0.892 -0.456
C -0.665 0.067 -1.534
N -0.037 0.385 -2.748
N -0.189 -1.052 1.635
H -1.853 -1.227 0.499
H -2.085 -0.656 2.189
H -2.386 1.296 0.509
H -0.983 1.449 1.545
H -0.153 1.942 -0.648
H -1.428 -0.654 -1.452
H -0.297 1.107 -3.364
H -0.082 -0.317 -3.465
H -0.227 -1.995 2.034
H 0.407 -1.210 0.722
H 2.747 -2.983 -1.038
H 1.982 -1.554 -0.550
O 1.950 -2.445 -0.970
H 1.678 1.391 1.410
H 0.808 2.095 2.427
O 1.551 2.247 1.849
*
```

Atomic partial charges in e from the Löwdin method, atoms 1 to 8: number 1, C, carries -0.314; number 2, C, carries -0.236; number 3, C, carries -0.135; number 4, C, carries -0.196; number 5, N, carries 0.029; number 6, N, carries -0.025; number 7, H, carries 0.080; number 8, H, carries 0.125

# 3
Here is 2 unconnected molecules or ions with the total composition C5H12O2 from OMol25. Energies are from ωB97M-V with the def2-TZVPD basis set.

The SMILES is C/C=C(/O)CC.O. As for the lowest unoccupied orbital energy: 0.02842 Eh. The HOMO energy comes out at -8.76 eV. The relative energy (zero: lowest compared OMol25 entry of this formula, charge and spin) is 95.48 kJ/mol. For the energy, the calculation gives -9474.146 eV.

Structure (ORCA input):
```
! RIJCOSX wB97M-V def2-TZVPD def2/J DEFGRID3
* xyz 0 1
C 2.088 -0.210 0.618
C 0.916 0.778 0.695
C -0.444 0.136 0.637
O -0.684 -0.818 1.604
C -1.440 0.387 -0.217
C -1.438 1.307 -1.404
O -0.384 -2.514 -0.861
H 2.105 -0.912 1.461
H 2.047 -0.807 -0.298
H 3.039 0.331 0.646
H 0.980 1.342 1.637
H 1.004 1.515 -0.108
H -0.402 -1.632 -1.250
H 0.138 -1.014 2.070
H -2.362 -0.163 -0.033
H -0.431 1.602 -1.715
H -1.908 0.804 -2.258
H -2.015 2.221 -1.220
H -0.809 -2.355 -0.005
*
```

Atomic partial charges in e from the Löwdin method, atoms 1 to 8: number 1, C, carries -0.087; number 2, C, carries -0.179; number 3, C, carries -0.381; number 4, O, carries 0.015; number 5, C, carries -0.125; number 6, C, carries -0.095; number 7, O, carries -0.062; number 8, H, carries 0.071

# 4
Here is 2 unconnected molecules or ions with the total composition CHNOS at a distorted geometry from OMol25. Energies are from ωB97M-V with the def2-TZVPD basis set.

The SMILES is C#N.O=S. As for the lowest unoccupied orbital energy (spin up / spin down): -0.04817 / -0.04770 Eh. The HOMO energy (spin up / spin down) comes out at -9.08 / -9.09 eV. The relative energy (zero: lowest compared OMol25 entry of this formula, charge and spin) is 111.32 kJ/mol. For the energy, the calculation gives -15423.088 eV.

Structure (ORCA input):
```
! RIJCOSX wB97M-V def2-TZVPD def2/J DEFGRID3
* xyz 0 1
C 0.231 1.041 -1.146
N -0.155 1.264 -0.079
O -2.145 -3.026 1.485
S -1.268 -2.046 0.861
H 0.493 0.886 -2.096
*
```

The net atomic charges from Löwdin, expressed in e, are: number 1, C, carries -0.057; number 2, N, carries 0.066; number 3, O, carries -0.703; number 4, S, carries 0.686; number 5, H, carries 0.008

# 5
Here is a molecular structure, C24H57F2N8O11S2V at a distorted geometry from OMol25. Energies are from ωB97M-V with the def2-TZVPD basis set.

As for the lowest unoccupied orbital energy (spin up / spin down): -0.08695 / -0.07440 Eh. The HOMO energy (spin up / spin down) comes out at -9.94 / -9.94 eV. The relative energy (zero: lowest compared OMol25 entry of this formula, charge and spin) is 26.43 kJ/mol. For the energy, the calculation gives -113044.704 eV.

Structure (ORCA input):
```
! RIJCOSX wB97M-V def2-TZVPD def2/J DEFGRID3
* xyz 1 2
O 19.105 20.342 -14.495
V 19.509 21.561 -13.534
N 19.626 23.300 -14.560
S 19.149 24.812 -14.355
O 18.173 25.303 -15.262
O 20.213 25.677 -13.964
F 18.347 24.573 -12.989
S 20.420 23.480 -16.046
O 21.739 24.000 -15.917
O 19.625 23.784 -17.180
F 20.677 21.913 -16.213
C 17.078 14.936 -17.032
C 17.564 15.567 -18.343
N 17.045 16.899 -18.672
C 17.330 17.859 -17.571
C 18.814 18.076 -17.384
C 15.609 16.905 -18.916
C 15.275 16.231 -20.248
H 17.477 15.481 -16.177
H 17.449 13.910 -16.970
H 15.992 14.851 -17.018
H 18.654 15.626 -18.340
H 17.334 14.879 -19.158
H 16.942 18.788 -17.999
H 16.779 17.598 -16.661
H 19.290 17.221 -16.892
H 19.321 18.217 -18.337
H 19.050 18.902 -16.711
H 15.178 17.908 -18.928
H 15.033 16.415 -18.114
H 14.200 16.140 -20.417
H 15.594 15.187 -20.239
H 15.745 16.754 -21.078
C 16.971 21.395 -11.381
O 17.851 21.701 -12.181
N 15.777 21.963 -11.333
C 15.382 23.019 -12.245
C 14.806 21.626 -10.300
H 17.144 20.662 -10.582
H 16.153 23.194 -12.990
H 15.200 23.958 -11.722
H 14.494 22.690 -12.787
H 13.805 21.455 -10.694
H 15.098 20.781 -9.684
H 14.708 22.544 -9.709
C 22.743 20.607 -13.945
O 21.572 20.956 -13.914
N 23.773 21.374 -13.580
C 25.090 20.802 -13.428
C 23.587 22.763 -13.181
H 23.065 19.606 -14.261
H 25.907 21.466 -13.710
H 25.222 19.954 -14.102
H 25.291 20.475 -12.405
H 23.520 22.831 -12.092
H 24.392 23.361 -13.598
H 22.645 23.144 -13.573
C 15.868 21.982 -15.559
O 16.866 21.719 -14.904
N 15.831 22.120 -16.888
C 14.636 22.562 -17.576
C 16.997 22.008 -17.747
H 14.878 22.109 -15.091
H 13.773 22.697 -16.924
H 14.397 21.841 -18.361
H 14.777 23.538 -18.049
H 17.823 21.633 -17.144
H 16.804 21.294 -18.548
H 17.279 22.984 -18.139
C 20.792 23.763 -11.004
O 20.355 22.989 -11.848
N 20.395 23.818 -9.734
C 20.847 24.849 -8.823
C 19.374 22.928 -9.219
H 21.580 24.484 -11.261
H 21.418 24.394 -8.011
H 20.021 25.423 -8.402
H 21.499 25.579 -9.300
H 18.461 23.481 -8.993
H 19.207 22.120 -9.925
H 19.707 22.502 -8.267
C 18.531 16.651 -13.380
O 18.786 17.844 -13.334
N 19.301 15.727 -13.988
C 20.548 16.039 -14.650
C 18.914 14.333 -13.998
H 17.669 16.224 -12.845
H 21.361 15.512 -14.142
H 20.735 17.109 -14.625
H 20.518 15.685 -15.682
H 18.769 13.976 -15.019
H 19.720 13.710 -13.596
H 18.016 14.134 -13.419
C 20.244 19.259 -11.101
O 20.025 20.155 -11.904
N 21.191 19.283 -10.162
C 21.210 18.370 -9.037
C 22.115 20.404 -10.093
H 19.594 18.374 -11.137
H 20.597 17.499 -9.266
H 20.833 18.819 -8.115
H 22.242 18.063 -8.869
H 22.023 21.011 -10.988
H 21.873 21.003 -9.208
H 23.140 20.060 -9.943
*
```

Atomic partial charges in e from the Löwdin method, atoms 1 to 8: number 1, O, carries -0.223; number 2, V, carries 0.997; number 3, N, carries -0.359; number 4, S, carries 0.487; number 5, O, carries -0.221; number 6, O, carries -0.238; number 7, F, carries -0.174; number 8, S, carries 0.563